C16H20Cl2N3O2S4W as an isolated structure at a distorted geometry, computed with wB97M-V/def2-TZVPD.

Results
ΔE to the lowest compared entry with this formula, charge and spin = 21.92 kcal/mol
Net charge = +1
E_HOMO = -10.74 eV
HOMO-LUMO gap = 6.73 eV

XYZ file:
```
48
Properties=species:S:1:pos:R:3:forces:R:3:mulliken_charge:R:1
W -0.007765 0.368771 -0.103289 -0.4 0.8 -0.7 0.845
C -3.627177 1.906487 2.449128 0.0 0.0 0.1 -1.329
C -2.782481 1.470259 1.290360 0.0 0.0 -0.1 0.452
S -1.085573 1.849343 1.387488 0.0 0.0 0.0 -0.222
C -3.266024 0.894856 0.173404 0.1 0.0 0.0 0.837
C -4.716158 0.625767 -0.104026 -0.1 0.0 0.0 -1.556
S -2.155166 0.456125 -1.108362 -0.1 -0.2 0.1 -0.554
H -3.207004 2.790173 2.928279 0.0 0.0 0.0 0.389
H -3.677416 1.118936 3.204234 0.0 0.0 0.0 0.247
H -4.644586 2.139129 2.138908 0.0 0.0 0.0 0.346
H -5.346630 1.441458 0.248224 0.0 0.0 0.0 0.389
H -5.045007 -0.289827 0.392003 0.0 0.0 0.0 0.284
H -4.891355 0.500984 -1.171890 0.0 0.0 0.0 0.465
N 0.393375 0.679644 -2.379902 -0.1 0.0 0.0 -0.589
C 0.805900 -0.470555 -3.233554 -0.1 0.0 0.0 -0.607
C 2.009903 -1.219036 -2.664049 0.0 0.1 0.1 -0.586
C 1.845033 -1.358340 -1.166066 0.2 0.2 -0.2 0.714
O 2.715281 -1.224505 -0.351958 0.1 -0.4 -0.1 -0.571
O 0.541146 -1.487189 -0.826741 0.5 0.7 0.1 -0.858
H -0.441830 1.097066 -2.783099 0.0 0.0 0.0 0.402
H 1.099871 1.413349 -2.412913 0.0 -0.1 0.0 0.005
H 1.022831 -0.100892 -4.236001 0.0 0.0 0.0 0.487
H -0.052545 -1.135879 -3.297722 0.0 0.0 0.0 0.291
H 2.953742 -0.709391 -2.853782 0.0 0.0 0.0 0.353
H 2.062844 -2.205705 -3.127087 0.0 0.0 0.0 0.329
S -0.592553 -1.053539 1.892398 0.1 0.3 0.0 -0.315
C -0.851149 -2.688762 1.477511 0.1 -0.1 -0.2 0.572
N -0.876690 -3.259403 0.296357 -0.3 -0.4 0.4 0.065
C -0.993769 -4.718006 0.294746 0.0 0.0 0.1 -0.666
C -1.750854 -5.055363 1.570495 0.0 0.0 0.0 -0.576
S -1.221153 -3.785809 2.763936 0.0 0.0 0.1 -0.050
H -0.507716 -2.748272 -0.497546 0.0 0.1 -0.1 0.174
H 0.007658 -5.155474 0.300541 0.0 0.0 0.0 0.353
H -1.524529 -5.048718 -0.595376 0.0 0.0 0.0 0.372
H -1.494782 -6.038994 1.953527 0.0 0.0 0.0 0.410
H -2.828500 -4.983047 1.436178 0.0 0.0 0.0 0.329
Cl 2.056597 3.458469 -2.111221 0.0 0.2 0.0 -0.247
C 2.897488 3.231788 -0.613866 0.1 0.0 0.2 0.846
C 4.006487 4.004103 -0.339168 0.0 0.0 0.0 -0.661
C 4.678326 3.813663 0.859821 0.1 0.1 0.0 -0.347
C 4.261160 2.860702 1.774133 -0.1 0.0 -0.1 -0.719
C 3.155600 2.080032 1.485711 0.0 0.0 0.0 0.882
Cl 2.625148 0.897496 2.615717 0.0 0.0 0.0 -0.147
C 2.443045 2.257239 0.286165 -0.1 0.2 -0.2 -0.526
N 1.337983 1.499060 0.023135 0.0 -1.2 0.7 0.000
H 4.336446 4.744535 -1.053482 0.0 0.0 0.0 0.451
H 5.544688 4.421443 1.082672 0.0 0.0 0.0 0.386
H 4.787862 2.715830 2.706026 0.0 0.0 0.0 0.451
```
Positions in Å, forces in eV/Å.